Record 1
ORCA calculation (ωB97M-V with the def2-TZVPD basis set) on a cluster of 2 separate species, C19H40Cl2N5O5PS in total at a distorted geometry.

Results
* energy relative to the best compared isomer or geometry (same formula, charge and spin): 21.69 kcal/mol
* orbital gap: 1.38 eV
* E_HOMO: -3.37 eV
* largest force on an atom: 1.6 eV/Å

Each line ends with the Mulliken charge.
CARTESIAN COORDINATES (ANGSTROEM)
N -0.40 -0.95 -1.27  -0.54
C -0.09 -0.24 -0.02  -0.78
C 0.04 1.25 -0.28  0.49
O -1.21 1.78 -0.71  -0.57
C 0.54 1.99 0.94  -1.75
C 1.13 3.35 0.53  1.92
C 0.21 4.64 0.55  -0.96
N 1.12 5.68 1.08  0.11
P 0.78 5.99 2.77  0.22
O 1.69 7.31 3.06  -0.42
Cl -1.13 6.83 2.63  -0.27
C 2.38 5.13 0.88  -0.48
N 3.44 5.79 0.44  0.01
C 4.72 5.17 0.22  -0.74
C 5.18 5.19 -1.26  -0.65
C 4.07 5.07 -2.30  -0.69
C 3.51 3.66 -2.64  -0.45
S 4.45 2.23 -2.14  1.07
O 4.62 2.16 -0.73  -0.47
O 3.79 1.12 -2.71  -0.56
Cl 6.24 2.39 -3.13  -0.23
N 2.38 3.75 1.17  -0.18
H -1.35 -0.69 -1.54  0.27
H 0.18 -0.55 -2.00  0.23
H -0.90 -0.44 0.68  0.26
H 0.83 -0.65 0.38  0.33
H 0.74 1.35 -1.10  0.26
H -1.59 2.31 0.00  0.37
H 1.34 1.44 1.41  0.36
H -0.27 2.19 1.64  0.45
H 1.35 3.24 -0.53  -0.90
H -0.68 4.41 1.14  0.58
H -0.05 4.86 -0.47  0.26
H 1.22 8.08 2.70  0.31
H 3.30 6.78 0.28  0.28
H 4.78 4.19 0.67  0.37
H 5.45 5.78 0.75  0.42
H 5.99 4.48 -1.39  0.26
H 5.62 6.17 -1.40  0.48
H 3.22 5.69 -2.04  0.38
H 4.45 5.48 -3.22  0.43
H 3.45 3.57 -3.71  0.53
H 2.51 3.52 -2.26  -0.02
H 2.31 3.65 2.18  0.41
C -2.30 -4.89 -1.83  -1.64
C -3.32 -4.61 -0.71  1.50
C -4.32 -5.77 -0.64  -1.40
C -3.76 -7.09 -0.08  -0.62
C -2.60 -6.87 0.91  -1.38
C -2.59 -5.49 1.58  1.70
N -2.54 -4.47 0.53  0.65
O -2.48 -3.24 1.01  -0.75
C -1.29 -5.41 2.38  -1.95
C -3.77 -5.35 2.54  -1.67
C -4.10 -3.37 -1.09  -1.57
H -1.60 -4.06 -1.91  0.33
H -2.80 -5.00 -2.80  0.36
H -1.73 -5.79 -1.64  0.35
H -5.17 -5.47 -0.03  0.33
H -4.73 -5.95 -1.64  0.58
H -4.57 -7.64 0.40  0.35
H -3.41 -7.72 -0.90  0.34
H -2.63 -7.65 1.67  0.53
H -1.66 -7.01 0.38  0.35
H -0.42 -5.44 1.72  0.43
H -1.22 -6.25 3.07  0.40
H -1.24 -4.49 2.96  0.38
H -3.72 -6.14 3.30  0.40
H -4.73 -5.43 2.05  0.33
H -3.73 -4.39 3.06  0.37
H -4.62 -3.53 -2.04  0.40
H -3.45 -2.50 -1.21  0.10
H -4.86 -3.12 -0.34  0.41



Record 2
ORCA calculation (ωB97M-V with the def2-TZVPD basis set) on the ion C6H6NO2P2 with charge -1 at a distorted geometry.

Results
* net charge: -1
* energy relative to the best compared isomer or geometry (same formula, charge and spin): 11.31 kcal/mol
* orbital gap: 7.08 eV
* E_HOMO: -3.44 eV
* largest force on an atom: 4.2 eV/Å

Each line ends with the Mulliken charge.
CARTESIAN COORDINATES (ANGSTROEM)
C 0.83 -1.49 0.58  -0.12
C 1.10 -1.90 -0.78  -0.67
C 0.11 -0.34 0.93  0.52
C -0.49 0.45 -0.05  0.36
C 0.86 -1.22 -1.99  0.27
C 0.03 0.03 2.43  -1.34
N -2.29 2.90 -1.66  -0.52
O -1.03 1.62 0.15  -0.30
O 1.24 -1.66 -3.07  -0.69
P -0.84 2.53 -1.33  0.01
P -0.45 0.13 -1.85  -0.24
H 1.33 -2.05 1.32  0.40
H 1.75 -2.79 -0.95  0.22
H -0.16 -0.83 3.10  0.32
H -0.63 0.86 2.70  0.32
H 1.13 0.23 2.85  0.23
H -2.52 3.53 -2.37  0.22



Record 3
ORCA calculation (ωB97M-V with the def2-TZVPD basis set) on an isolated molecule of C19H25ClN2O2.

Results
* energy relative to the best compared isomer or geometry (same formula, charge and spin): 30.84 kcal/mol
* orbital gap: 8.31 eV
* E_HOMO: -8.11 eV
* largest force on an atom: 0.7 eV/Å

Each line ends with the Mulliken charge.
CARTESIAN COORDINATES (ANGSTROEM)
C -3.57 -1.44 1.85  -1.53
C -3.35 -0.97 0.43  1.15
O -3.29 -1.76 -0.50  -0.64
N -3.26 0.37 0.23  0.18
C -3.07 1.36 1.26  -1.69
C -1.58 1.73 1.35  0.62
C -1.09 2.26 -0.01  -0.23
N 0.29 2.70 -0.08  0.38
C 0.65 3.84 0.74  -0.73
C 1.86 3.57 1.65  -0.88
C 1.84 2.13 2.17  -0.90
C 1.94 1.13 1.01  0.42
C 1.25 -0.17 1.33  -0.04
O 0.68 -0.37 2.39  -0.60
C 1.21 -1.19 0.25  0.44
C 0.09 -2.02 0.20  -0.70
C -0.07 -2.94 -0.82  -0.48
C 0.91 -3.07 -1.79  -0.58
C 2.05 -2.28 -1.71  0.17
Cl 3.29 -2.46 -2.90  -0.23
C 2.20 -1.33 -0.71  -0.45
C 1.37 1.79 -0.29  -1.76
C -1.40 1.21 -1.09  -0.24
C -2.89 0.86 -1.08  -1.47
H -2.71 -1.19 2.48  0.35
H -3.69 -2.52 1.83  0.37
H -4.46 -0.99 2.27  0.42
H -3.43 1.00 2.22  0.58
H -3.65 2.25 0.99  0.35
H -1.46 2.50 2.12  0.63
H -1.02 0.85 1.65  -0.50
H -1.69 3.16 -0.25  0.37
H 0.88 4.70 0.09  0.25
H -0.20 4.13 1.36  0.45
H 1.85 4.27 2.48  0.45
H 2.79 3.73 1.09  0.33
H 2.66 1.98 2.87  0.48
H 0.91 1.96 2.71  0.25
H 2.99 0.90 0.81  0.75
H -0.67 -1.91 0.96  0.64
H -0.97 -3.53 -0.87  0.41
H 0.80 -3.78 -2.59  0.43
H 3.10 -0.73 -0.69  0.46
H 2.18 2.38 -0.74  0.31
H 1.09 1.03 -1.01  0.81
H -1.12 1.59 -2.07  0.41
H -0.85 0.29 -0.89  -0.19
H -3.10 0.08 -1.81  0.55
H -3.50 1.74 -1.31  0.42